{
  "formula": "C37H56F13INO7S",
  "method": "ωB97M-V/def2-TZVPD",
  "elements": ["I", "S", "F", "F", "F", "F", "F", "F", "F", "F", "F", "F", "F", "F", "F", "O", "O", "O", "O", "O", "O", "O", "N", "C", "C", "C", "C", "C", "C", "C", "C", "C", "C", "C", "C", "C", "C", "C", "C", "C", "C", "C", "C", "C", "C", "C", "C", "C", "C", "C", "C", "C", "C", "C", "C", "C", "C", "C", "C", "C", "H", "H", "H", "H", "H", "H", "H", "H", "H", "H", "H", "H", "H", "H", "H", "H", "H", "H", "H", "H", "H", "H", "H", "H", "H", "H", "H", "H", "H", "H", "H", "H", "H", "H", "H", "H", "H", "H", "H", "H", "H", "H", "H", "H", "H", "H", "H", "H", "H", "H", "H", "H", "H", "H", "H", "H"],
  "positions_angstrom": [[3.977, 1.055, -2.605], [-2.687, 3.409, 0.200], [-0.128, 3.066, -0.352], [-2.192, 3.873, -1.232], [-0.852, -2.195, 0.685], [-2.933, 1.956, -0.415], [-0.693, -1.066, -1.190], [4.390, -4.858, -0.614], [0.164, 4.898, 1.410], [-3.250, 2.891, 1.579], [-1.144, 3.897, 2.882], [-4.145, 3.818, -0.218], [-2.455, 4.862, 0.761], [-0.934, 1.595, 0.975], [1.102, -3.904, -0.985], [-14.272, -3.581, -4.120], [3.741, 0.389, 0.474], [-13.664, -3.563, -1.945], [-13.283, -1.828, -3.346], [-7.420, 0.532, -2.980], [-5.357, -0.018, -3.727], [-7.075, -0.719, -4.828], [6.392, -0.671, 0.368], [-13.733, -3.041, -3.027], [5.149, -1.503, 0.069], [5.489, -2.971, 0.364], [6.208, 0.792, 0.113], [-0.925, 2.899, 0.714], [7.373, 1.603, 0.690], [1.725, -3.080, 5.080], [-0.280, 3.716, 1.867], [-4.873, -0.113, -1.332], [-14.724, -4.926, -3.948], [4.835, 4.308, -2.297], [2.174, 2.983, 1.574], [2.773, -1.728, 0.747], [4.467, -0.984, 2.478], [2.367, -1.049, 3.952], [-8.491, -0.868, -4.946], [0.919, 2.946, 2.435], [-4.773, 0.679, -2.618], [1.482, -1.740, 4.779], [-6.689, -0.012, -3.766], [3.315, 2.283, 2.313], [2.302, -1.778, -0.728], [5.329, -3.879, -0.862], [1.037, -2.583, -0.730], [4.786, 1.360, 0.376], [2.850, -3.730, 4.569], [-12.640, -1.110, -2.283], [4.405, 2.243, -0.848], [7.866, 1.145, 2.084], [8.265, 2.291, 3.014], [-11.241, -1.624, -2.018], [3.490, -1.675, 3.417], [-0.153, -1.982, -0.413], [3.716, -3.021, 3.744], [4.672, 2.307, 1.609], [5.402, 3.329, -1.239], [4.059, -0.906, 0.969], [6.542, -3.034, 0.654], [4.863, 3.344, 1.338], [2.152, -0.010, 3.740], [-11.262, -2.652, -1.658], [9.275, 2.647, 2.833], [8.713, 0.471, 1.948], [-5.224, 1.666, -2.516], [2.451, 3.985, 1.251], [-15.245, -5.198, -4.862], [4.945, -1.312, -0.979], [-10.743, -1.009, -1.268], [0.638, 1.938, 2.725], [3.008, -2.305, -1.373], [3.006, -4.769, 4.815], [2.908, -2.762, 1.048], [-5.911, -0.248, -1.031], [-8.868, -1.503, -4.147], [-3.727, 0.824, -2.884], [6.747, -0.908, 1.296], [1.052, -3.658, 5.697], [2.020, -0.793, -1.095], [5.402, 4.224, -3.219], [4.994, -3.332, -1.745], [-12.597, -0.074, -2.614], [-13.875, -5.593, -3.805], [4.915, -3.383, 1.187], [2.979, 1.292, 2.588], [5.776, 3.910, -0.400], [1.949, -1.259, 1.274], [1.979, 2.389, 0.679], [3.461, 2.736, -0.644], [7.566, 3.121, 2.914], [4.995, 5.327, -1.952], [-8.991, 0.098, -4.929], [5.417, 2.084, 2.374], [-10.654, -1.609, -2.935], [4.683, -0.005, 2.905], [-4.354, 0.394, -0.530], [4.587, -3.529, 3.347], [7.069, 0.582, 2.582], [-15.409, -5.003, -3.106], [6.261, -4.380, -1.119], [5.387, -1.567, 2.581], [8.227, 1.935, 4.040], [8.202, 1.501, -0.013], [0.609, -1.250, 5.182], [-13.256, -1.141, -1.384], [-4.440, -1.107, -1.461], [-8.682, -1.349, -5.901], [7.145, 2.662, 0.721], [3.778, 4.153, -2.494], [3.460, 2.818, 3.258], [1.142, 3.472, 3.366], [6.337, 0.875, -0.965], [7.101, -0.984, -0.295], [6.276, 2.860, -1.698]],
  "forces_ev_per_angstrom": [[0.122, 0.076, 0.044], [-0.265, -0.487, -0.886], [0.164, 0.035, -0.163], [0.096, 0.249, 0.073], [-1.110, -0.851, -0.726], [0.186, 0.228, 0.068], [0.320, 1.290, 0.944], [-0.122, -0.013, 0.132], [-0.463, 0.388, -0.133], [0.144, 0.161, 0.307], [-0.360, 0.286, -0.090], [-0.046, -0.047, 0.131], [0.010, 0.096, 0.200], [-0.151, -0.163, 0.559], [0.412, -0.510, 1.775], [-0.007, -0.014, -0.014], [0.693, -0.160, 0.081], [-0.017, -0.016, 0.026], [-0.040, 0.052, -0.049], [-0.018, 0.027, 0.007], [0.059, 0.022, -0.066], [-0.007, 0.015, -0.022], [-0.048, -0.315, -0.802], [0.036, 0.032, -0.046], [0.488, 0.185, 1.336], [0.477, 0.105, -0.839], [0.033, 0.856, -0.502], [-0.197, 0.640, -0.756], [0.642, -0.566, 0.492], [0.211, -0.087, -0.193], [1.016, -1.472, 0.682], [-0.368, -0.408, -0.097], [-0.118, -0.156, -0.077], [0.519, 0.121, 0.403], [-0.059, -1.289, -0.382], [0.149, 0.495, -1.295], [-0.030, -0.058, 0.417], [-0.123, -0.098, 0.173], [-0.199, -0.060, -0.178], [0.302, 0.967, 0.334], [0.228, 0.195, 0.344], [0.410, -0.497, -0.110], [0.028, -0.058, -0.003], [-0.153, 0.935, 0.257], [-0.736, -0.863, -0.563], [-0.084, -0.204, -0.114], [-0.814, 1.125, -0.838], [-0.729, 0.666, 0.221], [-0.413, 0.761, -0.080], [0.216, 0.258, 0.299], [0.181, 0.167, 0.080], [-0.246, 0.185, -0.207], [-0.065, -0.319, 0.052], [-0.006, -0.289, -0.041], [-0.104, -0.538, 0.110], [1.021, -0.877, -0.142], [-0.075, 0.080, 0.077], [-0.052, -0.332, 0.540], [0.173, -0.078, -0.991], [-0.947, -0.891, -0.296], [-0.006, -0.017, 0.215], [0.103, 0.007, -0.194], [0.062, 0.012, -0.039], [-0.064, 0.027, 0.066], [0.009, 0.100, -0.160], [-0.008, -0.148, 0.151], [-0.148, -0.064, -0.028], [-0.085, 0.158, 0.175], [0.042, 0.123, -0.056], [-0.211, 0.027, -0.057], [-0.008, 0.058, -0.042], [-0.091, -0.108, -0.199], [0.201, 0.449, -0.225], [0.191, -0.051, -0.069], [-0.086, 0.039, 0.498], [-0.022, 0.083, -0.045], [0.001, 0.077, 0.062], [-0.034, -0.087, -0.185], [-0.150, 0.327, 0.141], [-0.131, 0.191, 0.085], [0.450, 0.150, -0.116], [-0.216, -0.118, -0.211], [-0.016, 0.109, -0.011], [-0.102, -0.053, -0.178], [-0.012, 0.009, 0.105], [-0.124, 0.016, 0.025], [0.191, -0.160, -0.153], [-0.232, -0.137, 0.285], [0.109, -0.132, 0.487], [-0.045, 0.144, -0.157], [-0.168, -0.207, 0.129], [0.015, 0.094, 0.059], [-0.229, 0.106, 0.002], [0.031, 0.015, 0.121], [0.147, -0.200, -0.122], [0.009, 0.130, 0.006], [0.057, 0.172, -0.306], [0.024, -0.015, 0.071], [0.064, 0.014, 0.008], [0.004, -0.034, 0.080], [0.075, 0.013, 0.064], [0.056, -0.055, 0.066], [0.102, 0.049, -0.048], [0.071, 0.118, 0.118], [0.063, 0.127, -0.042], [-0.026, 0.085, 0.001], [-0.037, -0.168, -0.031], [0.095, 0.048, -0.022], [0.179, -0.024, -0.020], [-0.287, 0.019, -0.105], [-0.064, 0.031, -0.044], [0.050, -0.021, 0.069], [-0.097, 0.047, 0.079], [-0.208, -0.316, -0.113], [0.194, 0.006, 0.168], [0.143, -0.043, 0.179]],
  "homo_energy_ev": -10.332,
  "orbital_gap_ev": 7.386,
  "charge": 1,
  "fmax_ev_per_a": 1.914,
  "e_lumo_ha": -0.10826
}

{
  "formula": "C6H9N",
  "method": "ωB97M-V/def2-TZVPD",
  "elements": ["N", "C", "C", "C", "C", "C", "C", "H", "H", "H", "H", "H", "H", "H", "H", "H"],
  "positions_angstrom": [[0.933, -0.582, -0.403], [0.050, -1.114, 0.618], [-0.931, 1.009, -0.217], [-0.293, -0.090, -1.094], [-1.067, -0.084, 0.837], [-1.135, -1.116, -0.267], [1.877, 0.419, 0.077], [-0.210, 0.012, -2.179], [-1.923, 1.223, -0.630], [2.333, 0.943, -0.770], [0.372, -1.831, 1.368], [-0.400, 1.945, -0.020], [-1.684, -0.100, 1.728], [2.673, -0.084, 0.636], [-2.015, -1.716, -0.430], [1.422, 1.166, 0.748]],
  "forces_ev_per_angstrom": [[0.008, 0.054, 0.080], [0.105, -0.204, 0.292], [0.063, 0.269, 0.056], [-0.079, 0.174, -0.389], [-0.258, 0.182, 0.280], [-0.277, -0.138, 0.009], [0.132, 0.049, -0.003], [-0.112, -0.033, 0.217], [0.171, 0.091, 0.108], [-0.065, -0.106, 0.082], [-0.075, 0.203, -0.065], [0.003, -0.090, -0.011], [0.076, 0.077, -0.110], [-0.096, 0.040, -0.124], [0.331, -0.433, -0.308], [0.074, -0.136, -0.113]],
  "de_lowest_kcal_mol": 77.8,
  "homo_energy_ev": -8.561,
  "orbital_gap_ev": 9.727,
  "fmax_ev_per_a": 0.626,
  "e_lumo_ha": 0.04284
}

{
  "formula": "C16H14BF5MnN6",
  "method": "ωB97M-V/def2-TZVPD",
  "elements": ["Mn", "F", "F", "F", "F", "F", "N", "N", "N", "N", "N", "N", "C", "C", "C", "C", "C", "C", "C", "C", "C", "C", "C", "C", "C", "C", "C", "C", "B", "H", "H", "H", "H", "H", "H", "H", "H", "H", "H", "H", "H", "H", "H"],
  "positions_angstrom": [[0.544, -0.296, 0.046], [0.658, 3.461, -3.619], [4.963, 2.230, -2.041], [-0.479, 2.011, -1.675], [3.408, 3.736, -3.778], [3.847, 0.378, -0.460], [-0.234, -1.858, 1.271], [-0.563, -1.137, -1.296], [-0.950, 0.707, 0.884], [-1.618, -2.054, 1.247], [-2.269, 0.284, 0.824], [-1.932, -1.274, -1.097], [-1.536, -1.545, -3.271], [-3.069, 1.261, 1.288], [-0.315, -1.350, -2.610], [1.457, 2.845, -2.728], [3.011, 1.238, -1.119], [-0.944, 1.948, 1.425], [2.843, 2.955, -2.832], [-0.797, -3.343, 2.854], [1.628, 1.125, -0.973], [3.619, 2.173, -1.983], [0.260, -2.651, 2.248], [0.888, 1.998, -1.761], [-1.953, -2.931, 2.206], [-2.266, 2.332, 1.702], [-2.519, -1.470, -2.284], [2.844, -0.089, 2.625], [-2.538, -1.176, 0.326], [-0.009, 2.472, 1.556], [2.809, -0.715, 3.522], [-4.147, 1.131, 1.274], [1.930, 0.520, 2.588], [-2.572, 3.270, 2.121], [-3.685, -1.474, 0.353], [-1.655, -1.722, -4.319], [-3.592, -1.556, -2.324], [3.725, 0.558, 2.613], [1.322, -2.683, 2.440], [-0.711, -4.057, 3.651], [-2.997, -3.156, 2.360], [0.698, -1.376, -2.986], [2.894, -0.721, 1.733]],
  "forces_ev_per_angstrom": [[-0.940, -2.011, 2.334], [1.458, -0.949, 1.796], [-2.532, -0.105, 0.088], [2.660, 0.014, -0.396], [-0.865, -1.142, 1.555], [-1.586, 1.777, -1.283], [-0.858, 0.226, -0.386], [-0.623, -0.661, -1.320], [-0.858, 1.147, 0.610], [0.906, 0.287, -0.084], [0.731, 0.531, -0.048], [1.017, 0.415, -0.467], [0.699, 0.144, 0.430], [0.920, -0.103, -0.027], [-1.393, 0.067, 0.164], [-0.414, 1.854, -2.747], [-0.089, -2.264, 1.800], [-1.357, -0.561, -0.188], [0.642, 0.936, -1.229], [0.426, 0.148, -0.122], [-0.086, 0.137, -0.262], [2.915, 1.030, -1.128], [-0.884, 0.170, -0.336], [-2.338, -1.160, 1.294], [0.661, 0.457, -0.351], [0.582, -0.261, -0.312], [0.772, -0.138, 0.272], [-0.297, 0.127, -0.227], [1.013, 0.302, 0.433], [-0.127, 0.068, 0.105], [0.083, 0.162, -0.239], [0.280, 0.055, 0.129], [0.138, 0.029, 0.138], [-0.157, 0.055, 0.060], [0.004, -0.027, 0.042], [-0.170, -0.090, -0.247], [-0.026, -0.113, -0.141], [-0.203, -0.114, 0.136], [-0.103, -0.054, 0.064], [-0.029, -0.045, 0.068], [0.089, -0.200, 0.043], [-0.134, 0.081, -0.025], [0.074, -0.224, 0.000]],
  "homo_energy_ev": [-15.357, -15.331],
  "spin_multiplicity": 6,
  "s_squared": 8.8594,
  "orbital_gap_ev": [5.641, 3.915],
  "charge": 2,
  "fmax_ev_per_a": 3.339,
  "e_lumo_ha": [-0.35707, -0.41952]
}

{
  "formula": "C3H6ClFO",
  "method": "ωB97M-V/def2-TZVPD",
  "elements": ["Cl", "F", "O", "C", "C", "C", "H", "H", "H", "H", "H", "H"],
  "positions_angstrom": [[-1.941, -1.528, -0.233], [-1.668, 0.986, -0.913], [1.369, -1.425, -0.455], [-1.487, 0.183, 0.183], [-0.032, 0.374, 0.545], [1.005, 0.035, -0.492], [-0.248, 1.404, 0.654], [0.349, -0.004, 1.463], [1.895, 0.627, -0.298], [-2.087, 0.517, 1.012], [0.626, 0.306, -1.437], [2.219, -1.476, -0.029]],
  "forces_ev_per_angstrom": [[-0.027, 0.855, 0.130], [-0.650, -0.178, -0.037], [-1.132, 2.128, -0.385], [0.860, -1.901, -0.295], [-0.377, -0.517, -0.432], [0.604, -1.516, 0.883], [1.477, 1.839, 0.300], [-0.534, -0.503, 1.056], [0.170, 0.019, -0.036], [-0.674, -0.032, 0.003], [-0.170, -0.158, -1.407], [0.453, -0.035, 0.220]],
  "de_lowest_kcal_mol": 22.1,
  "homo_energy_ev": -10.584,
  "orbital_gap_ev": 11.378,
  "fmax_ev_per_a": 2.441,
  "e_lumo_ha": 0.02921
}

{
  "formula": "C19H23Br9F12O8",
  "method": "ωB97M-V/def2-TZVPD",
  "elements": ["Br", "Br", "Br", "Br", "Br", "Br", "Br", "Br", "Br", "F", "F", "F", "F", "F", "F", "F", "F", "F", "F", "F", "F", "O", "O", "O", "O", "O", "O", "O", "O", "C", "C", "C", "C", "C", "C", "C", "C", "C", "C", "C", "C", "C", "C", "C", "C", "C", "C", "C", "H", "H", "H", "H", "H", "H", "H", "H", "H", "H", "H", "H", "H", "H", "H", "H", "H", "H", "H", "H", "H", "H", "H"],
  "positions_angstrom": [[-1.078, -1.673, 6.923], [0.521, -1.166, -1.091], [2.763, -3.909, 1.623], [-1.940, 0.903, 4.928], [-2.855, -2.165, 4.104], [5.496, -2.116, 1.510], [2.275, 0.896, 0.446], [-0.352, -0.159, 2.019], [4.142, -3.173, -1.207], [-4.219, 0.008, -4.276], [-4.066, 2.136, -3.633], [1.613, -4.087, -3.991], [-0.133, -5.364, -3.785], [-1.370, 5.410, 0.949], [-5.641, 0.781, -2.830], [0.414, 4.398, 0.814], [0.195, -3.788, -2.463], [5.612, 0.398, -3.896], [-1.518, 3.313, 0.871], [4.082, -0.597, -5.043], [3.746, -0.269, -2.879], [2.784, 1.946, -3.447], [4.196, 2.308, -5.242], [-2.200, 0.803, -2.092], [2.347, -6.584, -2.813], [-1.124, 5.351, 3.676], [-4.070, 0.095, -0.979], [-0.135, 3.196, 3.447], [1.321, -5.666, -0.961], [-0.742, 4.323, 1.347], [-4.383, 0.868, -3.234], [1.803, -6.549, -0.007], [-0.598, 4.265, 2.927], [1.629, -5.759, -2.304], [3.792, -2.561, 0.593], [-1.528, 6.654, 5.599], [0.807, -4.756, -3.135], [-3.402, 0.557, -2.062], [-4.015, 0.464, 1.381], [1.868, 2.984, -3.761], [0.432, 0.337, 0.260], [-1.467, -1.036, 5.058], [0.992, -7.830, -0.144], [4.300, 0.215, -4.011], [0.659, 2.784, -2.788], [-0.942, 5.290, 5.072], [3.736, 1.604, -4.327], [-3.402, -0.325, 0.199], [-1.539, 6.767, 6.683], [2.305, 3.927, -3.431], [0.018, 1.911, -2.909], [1.322, -8.479, 0.667], [-0.593, -1.200, 4.428], [-3.638, -1.369, 0.405], [-0.074, -7.606, -0.165], [0.103, 5.079, 5.298], [-5.092, 0.309, 1.306], [1.164, -8.272, -1.126], [-3.724, 1.509, 1.276], [-2.314, -0.303, 0.142], [3.269, -1.605, 0.555], [-3.746, 0.071, 2.361], [-2.415, 6.973, 5.052], [2.889, -6.643, 0.015], [-1.484, 4.475, 5.552], [-0.048, 1.159, -0.271], [-0.876, 7.440, 5.216], [0.037, 3.680, -2.788], [1.468, -6.206, 0.972], [1.574, 2.964, -4.810], [1.050, 2.667, -1.777]],
  "forces_ev_per_angstrom": [[-0.447, 0.631, -1.676], [-0.506, 0.811, 1.174], [0.650, 1.208, -0.485], [0.295, -1.531, 0.430], [0.885, 0.777, 0.993], [-0.800, -0.293, -0.366], [-0.098, 0.255, 0.379], [0.558, 0.500, -1.676], [-0.189, 0.074, 0.417], [0.029, 0.923, 0.861], [-0.814, -1.236, 0.009], [0.123, -0.803, -0.078], [-0.857, -1.351, -1.199], [-0.954, 1.318, 0.165], [0.051, 0.447, -0.371], [2.484, -1.182, -1.043], [-0.100, 0.183, 1.186], [0.319, -0.734, 0.610], [1.243, -0.183, 0.562], [-0.151, -0.376, 0.375], [0.854, -0.232, -0.845], [0.734, -1.189, -0.926], [-1.640, -2.170, 2.524], [-2.568, -0.577, -0.351], [-0.692, 1.171, 0.490], [1.211, -2.594, -3.436], [0.038, 0.205, -2.010], [-1.796, 5.044, -2.253], [-0.145, 2.242, -2.910], [-2.570, 0.883, 1.684], [1.005, 0.036, -0.128], [-0.931, -1.718, 0.926], [0.181, -3.339, 3.508], [0.430, -1.543, 1.999], [0.602, -0.273, 0.527], [1.687, -0.027, -1.222], [1.021, 1.839, 0.137], [2.081, 0.047, 1.784], [0.320, -0.307, -0.865], [-1.492, 0.304, 1.535], [0.809, -1.110, -0.619], [-0.805, -0.144, 0.002], [0.887, -0.236, -0.776], [-0.360, 1.027, -0.069], [0.509, 0.031, -0.121], [-0.842, 0.873, 1.700], [0.350, 2.894, -1.738], [0.163, -0.355, 1.903], [-0.392, -0.308, -0.178], [0.189, 0.133, -0.656], [0.140, -0.016, -0.672], [-0.494, -0.363, -0.160], [-0.008, 0.136, 0.576], [-0.197, -0.181, -0.580], [0.035, 0.064, 0.658], [0.100, 0.508, 0.073], [-0.088, 0.445, -0.056], [0.333, -0.408, 0.155], [-0.292, 0.076, 0.282], [-0.228, 0.527, -0.345], [-0.206, -0.499, -0.016], [0.424, 0.031, -0.202], [-0.623, -0.812, 0.571], [-0.063, -0.141, -0.365], [-0.277, -0.261, -0.461], [-0.523, -0.288, 0.571], [0.580, 0.053, 0.268], [-0.040, -0.016, -0.120], [0.338, 0.743, -0.200], [0.266, 0.101, 0.061], [0.265, 0.259, 0.080]],
  "de_lowest_kcal_mol": 32.7,
  "homo_energy_ev": -10.252,
  "orbital_gap_ev": 9.260,
  "fmax_ev_per_a": 5.809,
  "e_lumo_ha": -0.03645
}

| no. | E (eV) |
| --- | --- |
| 1 | -109352.7718 |
| 2 | -7854.7869 |
| 3 | -71325.4535 |
| 4 | -20494.8590 |
| 5 | -699445.9980 |